(1)
DFT (wB97M-V/def2-TZVPD) results for a cluster of 2 separate species, C5H11NO in total.

Last column: Löwdin charge in e.
CARTESIAN COORDINATES (ANGSTROEM)
O  2.35631  -0.06223  -0.48987  0.027
N  -2.07342  1.11032  2.17704  -0.088
C  -0.65658  0.84954  1.99473  -0.152
C  1.02814  -1.95789  -0.16816  0.034
C  -2.66137  1.72477  1.24952  -0.090
C  1.41579  -0.94687  -0.94418  -0.476
C  0.85639  -0.73394  -2.32407  -0.043
H  -0.10760  1.37392  2.78022  0.076
H  1.65419  -0.50451  -3.03479  0.082
H  1.40122  -2.08728  0.83786  0.063
H  0.40082  -1.66956  -2.64700  0.079
H  2.52566  0.57096  -1.19219  0.094
H  0.07654  0.02660  -2.35509  0.083
H  0.38262  -2.71008  -0.59366  0.056
H  -2.13476  2.12340  0.37352  0.067
H  -0.44827  -0.21765  1.98918  0.066
H  -3.74148  1.84612  1.29841  0.061
H  -0.27423  1.26438  1.04854  0.061

Forces on atoms 1 to 6 (eV/Å):
-0.27 0.15 -0.21
-0.01 -0.41 -0.25
0.21 0.91 -0.29
0.21 0.13 -0.24
-0.09 -0.11 0.09
-0.25 -0.48 0.25

LUMO energy: 0.73 eV
Net charge: 0
Multiplicity: 1
SMILES: C=C(C)O.C=NC
ΔE to the lowest compared entry with this formula, charge and spin: 55.8 kcal/mol
Calculated total energy: -327.04245 Eh
E_HOMO: -8.883 eV

***

(2)
DFT (wB97M-V/def2-TZVPD) results for an isolated molecule of C5H11NO.

Last column: Löwdin charge in e.
CARTESIAN COORDINATES (ANGSTROEM)
O  -0.25743  0.16115  -2.66286  0.017
N  -0.60304  0.40167  -0.41091  -0.122
C  -1.52982  0.92918  0.56723  -0.058
C  -0.74738  0.74974  -1.71773  -0.341
C  0.22985  -1.22765  1.28828  -0.067
C  1.77081  -0.06224  -0.36786  -0.051
C  0.38379  -0.65053  -0.11421  -0.389
H  -1.02827  1.20416  1.49919  0.086
H  0.42901  -0.48576  2.06893  0.076
H  -2.33029  0.21063  0.79014  0.092
H  1.77684  0.40692  -1.35347  0.070
H  -0.77182  -1.63724  1.45210  0.079
H  -1.32496  1.67823  -1.85798  0.132
H  0.21899  -1.45386  -0.84126  0.140
H  2.54527  -0.83269  -0.36650  0.082
H  -1.99129  1.82927  0.14910  0.085
H  0.94828  -2.04266  1.42107  0.084
H  2.01895  0.68912  0.38981  0.084

Forces on atoms 1 to 6 (eV/Å):
0.06 0.13 0.21
-0.04 0.00 -0.31
-0.06 0.08 0.08
0.04 -0.03 -0.07
-0.03 0.00 0.04
0.09 -0.02 -0.02

LUMO energy: 0.87 eV
Net charge: 0
Multiplicity: 1
SMILES: CC(C)N(C)C=O
ΔE to the lowest compared entry with this formula, charge and spin: 13.7 kcal/mol
Calculated total energy: -327.10945 Eh
E_HOMO: -9.244 eV

***

(3)
DFT (wB97M-V/def2-TZVPD) results for a cluster of 2 separate species, C5H11NO in total at a distorted geometry.

Last column: Löwdin charge in e.
CARTESIAN COORDINATES (ANGSTROEM)
O  0.44970  -2.11948  0.08498  -0.035
N  -1.10986  -0.01014  2.25667  0.070
C  -0.34852  1.22414  -1.36298  -0.102
C  0.46697  -0.70085  0.13195  -0.501
C  -2.02307  0.20592  1.52932  -0.114
C  1.87599  -0.12957  0.12089  -0.041
C  -0.53547  -0.16057  -0.77830  -0.213
H  2.36753  -0.35495  -0.82740  0.084
H  -0.17853  1.96021  -0.57440  0.077
H  2.46993  -0.56880  0.92380  0.078
H  1.86650  0.95010  0.25941  0.076
H  0.49969  1.25653  -2.05232  0.078
H  -1.54232  -0.00162  0.06132  0.088
H  -0.00583  -0.40030  1.23577  0.081
H  -2.99192  0.67169  1.51540  0.086
H  -1.23881  1.53044  -1.91212  0.072
H  -0.87152  -0.89446  -1.50602  0.122
H  0.84954  -2.45828  0.89404  0.093

Forces on atoms 1 to 6 (eV/Å):
0.06 -0.20 -0.23
-1.80 0.28 -0.78
0.15 -0.02 0.03
-0.17 0.41 2.33
1.25 0.32 2.15
-0.09 -0.13 -0.31

LUMO energy: 0.77 eV
Net charge: 0
Multiplicity: 1
SMILES: CC[C@H](C)O.C#N
ΔE to the lowest compared entry with this formula, charge and spin: 84.0 kcal/mol
Calculated total energy: -326.99753 Eh
E_HOMO: -9.289 eV

***

(4)
DFT (wB97M-V/def2-TZVPD) results for an isolated molecule of C5H11NO.

Last column: Löwdin charge in e.
CARTESIAN COORDINATES (ANGSTROEM)
O  0.39928  -1.46952  -1.52158  0.045
N  -0.03065  -0.46500  0.46607  -0.134
C  0.78371  -0.76019  -0.60480  -0.510
C  0.41173  0.30643  1.60868  -0.066
C  -1.46600  -0.49918  0.19783  -0.209
C  -1.82751  0.56646  -0.84356  -0.076
C  2.14775  -0.09674  -0.65494  -0.005
H  -1.73621  -1.48972  -0.17139  0.115
H  -0.12369  -0.03378  2.50165  0.090
H  0.23528  1.38518  1.49077  0.092
H  2.89327  -0.55211  0.00185  0.084
H  1.47581  0.14642  1.79096  0.083
H  -1.99403  -0.32729  1.14252  0.114
H  -1.54457  1.56412  -0.48980  0.072
H  2.07019  0.96178  -0.39200  0.079
H  -1.29681  0.36275  -1.77799  0.070
H  -2.89818  0.57859  -1.06216  0.073
H  2.50062  -0.17820  -1.68211  0.083

Forces on atoms 1 to 6 (eV/Å):
-0.01 0.26 0.20
0.20 -0.07 -0.29
0.03 -0.07 0.15
0.09 0.08 0.06
-0.16 0.03 -0.16
-0.09 0.01 0.06

LUMO energy: 0.92 eV
Net charge: 0
Multiplicity: 1
SMILES: CCN(C)C(C)=O
ΔE to the lowest compared entry with this formula, charge and spin: 11.2 kcal/mol
Calculated total energy: -327.11356 Eh
E_HOMO: -9.122 eV

***

(5)
DFT (wB97M-V/def2-TZVPD) results for a cluster of 2 separate species, C5H11NO in total.

Last column: Löwdin charge in e.
CARTESIAN COORDINATES (ANGSTROEM)
O  -1.59436  -0.41776  0.00003  -0.332
N  -2.97298  -0.40937  0.00064  -0.070
C  0.72632  -0.95006  -0.00179  -0.172
C  0.57638  1.19696  1.28353  -0.037
C  0.60293  0.43402  0.00042  -0.284
C  1.64713  -1.89937  -0.00366  0.024
C  0.57528  1.20094  -1.28030  -0.037
H  2.70835  -1.67000  -0.00376  0.056
H  1.56166  1.65914  1.43906  0.097
H  1.56042  1.66361  -1.43524  0.097
H  -3.33024  -0.86983  -0.83326  0.063
H  0.36881  0.54772  2.13146  0.090
H  -0.51522  -1.22091  -0.00168  0.122
H  -0.16324  1.99866  1.25318  0.089
H  -0.16431  2.00255  -1.24682  0.089
H  1.37562  -2.94823  -0.00517  0.051
H  -3.32953  -0.87242  0.83342  0.063
H  0.36698  0.55434  -2.13007  0.090

Forces on atoms 1 to 6 (eV/Å):
0.50 -0.07 0.00
-0.18 0.09 0.00
0.52 0.14 0.00
-0.01 0.01 0.03
-0.26 -0.22 0.00
-0.08 0.05 0.00

LUMO energy: 0.18 eV
Net charge: 0
Multiplicity: 1
ΔE to the lowest compared entry with this formula, charge and spin: 141.8 kcal/mol
Calculated total energy: -326.90540 Eh
E_HOMO: -7.538 eV

***

(6)
DFT (wB97M-V/def2-TZVPD) results for an isolated molecule of C5H11NO at a distorted geometry.

Last column: Löwdin charge in e.
CARTESIAN COORDINATES (ANGSTROEM)
O  -1.56267  -1.00397  0.29294  -0.166
N  0.80375  1.18045  -0.31538  -0.211
C  -0.67910  -0.00521  0.62388  -0.337
C  -0.66412  1.18287  -0.39610  -0.095
C  0.81855  -0.16488  0.26907  -0.142
C  1.56540  1.38199  -1.52609  -0.111
C  -1.36593  -2.02270  1.21060  -0.127
H  1.47881  -0.28351  1.13298  0.111
H  1.02444  -0.96649  -0.46639  0.126
H  -2.17901  -2.75374  1.01731  0.100
H  -1.15525  2.11758  -0.11362  0.106
H  1.40068  2.39378  -1.91229  0.082
H  -0.80196  -0.02510  1.89064  0.165
H  2.63387  1.28006  -1.30363  0.083
H  -1.21511  -1.36324  2.26575  0.124
H  -1.02579  0.90841  -1.41547  0.127
H  1.31167  0.65984  -2.32766  0.083
H  -0.38823  -2.51614  1.07349  0.082

Forces on atoms 1 to 6 (eV/Å):
0.05 -0.07 -0.49
0.13 0.03 0.05
0.12 0.23 1.28
-0.16 0.12 0.48
0.16 -0.18 0.22
0.06 0.07 -0.06

LUMO energy: 1.10 eV
Net charge: 0
Multiplicity: 1
SMILES: COC1CN(C)C1
ΔE to the lowest compared entry with this formula, charge and spin: 86.5 kcal/mol
Calculated total energy: -326.99355 Eh
E_HOMO: -8.679 eV

***

(7)
DFT (wB97M-V/def2-TZVPD) results for a cluster of 2 separate species, C5H11NO in total at a distorted geometry.

Last column: Löwdin charge in e.
CARTESIAN COORDINATES (ANGSTROEM)
O  0.88830  0.29256  1.85331  0.040
N  1.83135  -1.48962  -0.18496  0.111
C  0.46471  0.45921  0.55769  -0.332
C  -0.25550  1.73185  0.32230  -0.032
C  0.96226  -0.50526  -0.35191  -0.367
C  0.73977  -0.32471  -1.94357  -0.040
C  -1.98582  -1.07948  0.57002  0.095
H  -1.04534  1.74200  1.00597  0.053
H  -0.57613  1.84368  -0.68437  0.078
H  2.05932  -1.72282  0.76821  0.029
H  0.34383  2.60182  0.69456  0.109
H  0.74112  1.09419  2.37459  0.109
H  1.29600  -1.14837  -2.43837  0.071
H  1.21587  0.59032  -2.31198  0.067
H  -0.31530  -0.42396  -2.04861  0.040
H  -2.34858  -0.28619  1.10202  -0.044
H  -1.52748  -1.94700  1.04779  0.012
H  -2.48836  -1.42820  -0.33272  0.003

Forces on atoms 1 to 6 (eV/Å):
-0.06 -0.07 -0.24
-1.27 0.76 0.18
0.51 -0.63 1.03
1.77 0.20 0.36
2.13 -0.78 -3.10
1.13 -0.43 2.22

LUMO energy (alpha / beta): -0.03 / 0.19 eV
Net charge: 0
Multiplicity: 1
ΔE to the lowest compared entry with this formula, charge and spin: 114.6 kcal/mol
Calculated total energy: -326.94879 Eh
E_HOMO (alpha / beta): -8.787 / -7.557 eV